Model i:
Here is a molecular structure, C40H39AsF5IN5O7RbS3 from the OMol25 dataset. Energies are from ωB97M-V/def2-TZVPD.

```
! wB97M-V def2-TZVPD RIJCOSX def2/J DEFGRID3
* xyz -2 1
I 3.97934 -1.44585 -4.91330
Rb 0.14053 -0.63784 0.17365
As -2.47972 -2.76760 1.79782
S 3.53815 0.07398 0.34633
S -0.14796 -2.19327 8.04336
S -0.47254 -3.59030 -1.05193
F 8.67136 3.04170 0.35146
F 7.45969 2.33611 2.69777
F 5.17250 0.97862 2.69858
F 7.48297 2.35096 -2.01242
F 5.19996 1.00417 -2.05181
O -1.22234 -2.50618 -1.68539
O 0.31354 -4.36194 -2.00286
O -4.22908 -2.68600 2.19277
O -2.22681 -1.34026 1.01555
O 0.26443 -3.16124 0.13010
O -1.72233 -3.16958 3.20564
O 1.02142 0.49593 -3.41429
N 0.71031 -1.73838 -3.65147
N -1.54374 -3.13251 5.99062
N 0.95268 2.86139 -0.11005
N -1.79429 2.13246 0.22233
N 0.46160 -0.10986 3.00042
C 2.59753 3.39360 -2.34704
C -3.65712 2.58527 2.24554
C -0.79668 -0.07164 3.43227
C -3.48321 -5.30262 1.09211
C 2.26420 3.34312 0.14256
C 2.93045 -0.89864 -3.12449
C 1.39886 -0.60636 3.80602
C 4.34869 4.15803 -0.69707
C -1.18424 -0.65241 4.62780
C 5.05886 0.88326 0.32355
C 0.07178 5.16480 0.10920
C -4.02755 1.78604 1.02719
C -1.87508 -5.91777 -1.06270
C -1.39117 3.14061 -0.42697
C -4.66138 0.28439 -1.22423
C 6.89758 1.98012 1.52516
C -5.28488 1.21476 0.89372
C -5.60680 0.46541 -0.22950
C 7.51170 2.35015 0.34274
C 3.08363 3.64368 -0.94840
C -0.23259 -1.30687 5.39165
C 2.71152 3.48475 1.45514
C 5.71647 1.26700 1.50459
C 3.99481 3.97969 1.66506
C 1.09936 -1.22362 5.01473
C 1.82356 3.10089 2.60449
C -3.38869 0.83854 -1.12666
C -2.82525 -6.83201 -0.63432
C -2.35431 0.51767 -2.17039
C -3.63122 -6.52276 0.44832
C 1.46700 -0.64175 -3.41132
C -1.72478 -4.69857 -0.41508
C -2.53451 -4.37198 0.67336
C -3.08964 1.59752 0.00652
C 4.80690 4.33437 0.60123
C -0.01812 3.67578 -0.12206
C 6.91316 1.98462 -0.84708
C -2.16886 3.89423 -1.47631
C -0.68414 -2.24760 6.46793
C 5.72924 1.27464 -0.84388
H -2.44861 4.88200 -1.10192
H -4.43443 2.51026 3.00623
H -2.92856 -7.78321 -1.14307
H 1.02653 -2.64157 -3.31809
H 1.76628 4.05646 -2.60961
H -1.53618 0.29959 2.73290
H 1.23166 2.21888 2.36292
H -4.51669 -1.87839 1.74442
H -1.50826 1.20192 -2.18665
H -4.37549 -7.22820 0.79865
H -2.23047 -0.70005 4.89931
H 1.13392 3.91118 2.86705
H -0.57903 5.45112 0.94013
H 3.40114 3.55715 -3.06556
H 2.41518 -0.56312 3.42578
H 2.23422 2.36959 -2.45969
H 1.09339 5.45562 0.33824
H 3.08466 -1.71129 -2.41994
H -2.71465 2.23220 2.66730
H -1.72820 -3.21471 4.96033
H -1.54619 4.04092 -2.36174
H 4.99358 4.39523 -1.53673
H -4.89435 -0.32544 -2.08988
H -3.07174 3.35814 -1.75612
H 5.80961 4.70410 0.77859
H -1.22165 -6.13295 -1.89710
H -3.51604 3.64286 2.00478
H -1.87214 -3.84889 6.61861
H -6.58628 0.01181 -0.32007
H -2.79490 0.49744 -3.16882
H -6.01208 1.34975 1.68699
H 4.36135 4.06891 2.68204
H -0.28502 -1.61718 -3.52831
H 3.40162 0.00071 -2.75162
H 1.86970 -1.68923 5.61442
H -0.26396 5.71472 -0.77248
H -1.97810 -0.48423 -1.95764
H -4.12035 -5.05996 1.93202
H 2.42156 2.87165 3.48669
*
```

Löwdin population analysis, charges in e, atoms 1 to 99: 0.73, 0.79, 0.88, 0.57, 0.53, 0.40, 0.08, 0.09, 0.06, 0.09, 0.05, -0.41, -0.34, -0.28, -0.60, -0.50, -0.46, 0.02, 0.17, 0.11, 0.20, 0.17, 0.00, -0.02, -0.04, -0.16, -0.10, -0.24, -0.56, -0.11, -0.06, -0.03, -0.60, 0.00, -0.21, -0.07, -0.27, -0.05, -0.17, -0.06, -0.10, -0.17, -0.21, -0.25, -0.22, -0.27, -0.05, -0.01, -0.02, -0.22, -0.09, -0.03, -0.10, -0.67, -0.24, -0.21, -0.22, -0.10, -0.27, -0.17, 0.00, -0.86, -0.25, 0.08, 0.07, 0.09, 0.08, 0.08, 0.08, 0.05, 0.01, 0.07, 0.09, 0.12, 0.08, 0.09, 0.08, 0.10, 0.06, 0.08, 0.05, 0.07, 0.07, 0.09, 0.11, 0.11, 0.08, 0.10, 0.10, 0.08, 0.09, 0.09, 0.09, 0.10, 0.11, 0.09, 0.00, 0.11, 0.08

=====

Model ii:
Here is a molecular structure, C40H39AsF5IN5O7RbS3 from the OMol25 dataset. Energies are from ωB97M-V/def2-TZVPD.

```
! wB97M-V def2-TZVPD RIJCOSX def2/J DEFGRID3
* xyz -2 1
I 5.68053 -1.94607 -1.72118
Rb 1.02175 -0.51945 1.19099
As 1.95438 -4.10403 2.25829
S 2.48408 -1.41447 4.52183
S -3.39384 1.67124 -1.34161
S -1.46871 -2.33104 -6.61194
F -7.41551 3.38041 1.32458
F -8.24291 0.14956 -1.99928
F -5.64954 0.07293 -2.59819
F -9.18078 1.79905 -0.03662
F -4.81504 3.32708 0.75554
O 1.44764 -0.53114 5.02445
O 1.42203 -5.81219 2.02010
O 2.44930 -1.57929 3.07073
O 3.51650 -4.02375 1.72552
O 0.75636 -3.29721 1.44321
O 4.19614 0.34485 0.80866
O 3.81633 -1.14833 5.03987
N 0.13372 2.58686 -1.58556
N -1.73696 -4.32435 -4.92398
N 0.13698 -1.17696 -1.60912
N 4.96830 -1.55457 1.82578
N 0.43830 2.47450 1.59180
C 1.38131 -5.50688 6.17921
C 0.00584 3.33049 -3.86502
C 2.05567 -3.05243 5.08959
C -7.38146 0.93323 -1.32275
C 1.74052 4.20518 -0.61934
C 1.61760 -4.42866 7.01827
C -6.03215 0.90725 -1.61815
C 1.48103 -5.35460 4.80518
C -1.17066 1.66220 3.28960
C -0.80570 2.31350 5.59304
C 1.95449 3.82251 3.47346
C -0.81563 -2.37842 -3.92464
C -0.65065 -0.51131 -2.45213
C -1.40524 3.96534 0.83697
C 2.36562 1.97575 -4.46962
C -1.36297 -3.05124 -5.13454
C 0.00270 -3.08075 -3.04020
C -5.07908 1.69776 -0.95752
C 2.64527 1.22326 -2.08612
C 0.71277 3.08449 3.88917
C 4.41588 -0.86199 0.81385
C 0.50972 3.32542 -5.15874
C 0.45538 -2.43850 -1.90200
C -7.86504 1.76510 -0.32954
C -1.27177 4.03931 -3.51673
C -6.96567 2.56151 0.35484
C 1.95343 -3.20546 6.46821
C 0.71738 2.65115 -2.86866
C 1.68196 2.65069 -5.46748
C -0.05306 2.41296 2.92600
C -1.14121 -1.06572 -3.62757
C -0.14351 3.17368 0.71001
C -1.96581 0.83940 2.30884
C 1.90144 1.96573 -3.15752
C -5.62087 2.51791 0.04288
C -1.53129 1.63391 4.63553
C 4.03001 -1.71333 -0.38544
C 0.31866 3.03287 5.21507
C 0.56492 3.26682 -0.61422
C 1.81994 -4.12599 4.22992
H 3.27352 1.43130 -4.70284
H 1.53759 -4.53824 8.09358
H 3.17526 1.88837 -1.40168
H 2.48413 4.19840 4.34862
H 3.27113 -1.19390 -0.95997
H 2.05131 2.63734 -6.48535
H 1.46281 5.16004 -0.16693
H 3.72147 -2.71245 -0.07679
H 1.72093 4.66835 2.82080
H -0.91663 0.49988 -2.17177
H -2.14713 -4.83218 -5.68899
H -1.68816 -0.21650 2.39090
H 0.30415 -4.10049 -3.24340
H -1.86430 1.14881 1.26921
H 2.52825 3.77180 0.00141
H 0.76246 -5.71344 1.32260
H -3.02883 0.89696 2.54646
H -1.27364 4.95670 0.39574
H 4.96598 -1.06873 2.71476
H 4.64146 -2.52735 1.89806
H 3.38615 0.55319 -2.52337
H 1.95851 0.63202 -1.48070
H 2.11407 4.36780 -1.62917
H -2.18649 3.45343 0.25923
H 0.91716 3.54035 5.96286
H -2.39440 1.04604 4.92632
H -1.80315 -4.69037 -3.98907
H -1.72079 4.05686 1.87483
H 2.62201 3.16215 2.91618
H 1.11410 -6.47316 6.59142
H 1.28874 -6.19657 4.15763
H -0.03903 3.84492 -5.93637
H -1.78801 -0.48956 -4.27375
H -1.09474 2.26094 6.63501
H 1.06486 -2.95732 -1.16812
H 2.13702 -2.34220 7.09526
H -1.75867 4.41715 -4.41624
H -1.96343 3.37556 -2.99166
H -1.08398 4.88490 -2.84872
*
```

Löwdin population analysis, charges in e, atoms 1 to 99: 0.76, 0.85, 0.86, 0.42, 0.60, 0.62, 0.09, 0.09, 0.06, 0.08, 0.06, -0.32, -0.30, -0.57, -0.49, -0.61, -0.01, -0.33, 0.18, 0.08, 0.02, 0.17, 0.12, -0.10, -0.21, -0.25, -0.16, 0.01, -0.10, -0.26, -0.10, -0.21, -0.09, -0.04, -0.25, -0.12, 0.00, -0.05, -0.85, -0.02, -0.61, -0.03, -0.21, -0.71, -0.06, -0.12, -0.16, -0.04, -0.16, -0.07, -0.21, -0.10, -0.21, 0.00, -0.29, -0.04, -0.20, -0.25, -0.05, -0.57, -0.05, -0.27, -0.19, 0.11, 0.09, 0.08, 0.07, 0.00, 0.09, 0.08, 0.02, 0.07, 0.05, 0.09, 0.07, 0.11, 0.04, 0.09, 0.02, 0.09, 0.09, 0.10, 0.06, 0.07, 0.04, 0.08, 0.02, 0.10, 0.11, 0.11, 0.09, 0.09, 0.09, 0.08, 0.10, 0.11, 0.10, 0.10, 0.11

=====

Which of them is least stable? Easy: model ii.